# 1
CHO2Tl as an isolated structure at a distorted geometry, computed with ωB97M-V/def2-TZVPD.

Total charge: 0
E_tot in a.u.: -361.6156
Kohn-Sham gap in eV: 8.7

Geometry as XYZ:
```
5
CHO2Tl | the Open Molecules 2025 dataset | ωB97M-V/def2-TZVPD
H -0.94194 1.22144 -0.28975
O -0.90719 -0.47154 0.04803
C -0.17350 0.54740 0.29287
O 1.04554 0.49264 -0.00419
Tl 0.97709 -1.78994 -0.04696
```

Partial charges, Mulliken, in e: H 0.279; O -0.552; C 0.268; O -0.555; Tl 0.561



# 2
An isolated ion of composition CHO3S and charge -1 at a distorted geometry, computed with ωB97M-V/def2-TZVPD.

SMILES string: O=C([O-])OS
Total charge: -1
E_tot in a.u.: -662.6585
Kohn-Sham gap in eV: 7.6

Geometry as XYZ:
```
6
CHO3S | the Open Molecules 2025 dataset | ωB97M-V/def2-TZVPD
O 0.04828 1.18625 0.03636
C 0.81176 0.20411 0.01430
O 2.01860 -0.01975 -0.11983
O 0.06127 -1.07019 0.08019
S -1.73284 -0.87279 -0.07806
H -1.20708 0.57237 0.06705
```

Partial charges, Mulliken, in e: O -0.619; C 0.727; O -0.648; O -0.387; S -0.374; H 0.301



# 3
CHO3Sr as an isolated structure at a distorted geometry, computed with ωB97M-V/def2-TZVPD.

Total charge: +1
E_tot in a.u.: -294.8732
Kohn-Sham gap in eV: 8.5

Geometry as XYZ:
```
6
CHO3Sr | the Open Molecules 2025 dataset | ωB97M-V/def2-TZVPD
H 1.00614 1.02215 0.81021
O 1.54462 0.11867 0.16786
O -0.12831 -1.26517 -0.47864
O -0.39609 0.76349 0.24425
C 0.39686 -0.11643 -0.37159
Sr -2.42322 -0.52271 -0.37209
```

Partial charges, Mulliken, in e: H 0.467; O -0.493; O -0.832; O -0.951; C 1.006; Sr 1.803



# 4
One molecule with the formula CHOP3 at a distorted geometry, computed with ωB97M-V/def2-TZVPD.

Total charge: 0
E_tot in a.u.: -1137.8450
Kohn-Sham gap (spin up / spin down) in eV: 7.4 / 7.6

Geometry as XYZ:
```
6
CHOP3 | the Open Molecules 2025 dataset | ωB97M-V/def2-TZVPD
C -1.68606 0.19497 0.04895
O 0.77969 -0.71300 -0.23061
P -0.78146 -1.06356 -0.41060
P 2.26684 1.68885 -0.34290
P 2.08069 -0.07634 0.59076
H -2.65970 -0.03092 0.34441
```

Partial charges, Mulliken, in e: C -0.293; O -0.286; P 0.117; P 0.008; P 0.152; H 0.301



# 5
CI3O2S as an isolated structure at a distorted geometry, computed with ωB97M-V/def2-TZVPD.

Total charge: -1
E_tot in a.u.: -1479.8628
Kohn-Sham gap (spin up / spin down) in eV: 6.8 / 6.8

Geometry as XYZ:
```
7
CI3O2S | the Open Molecules 2025 dataset | ωB97M-V/def2-TZVPD
C 1.40669 0.00200 -0.40374
O -2.37415 -0.88956 -0.93861
O -2.68972 0.78805 0.79508
S -1.82184 0.25575 -0.24255
I 3.19030 -1.23597 -0.72512
I 0.22037 -0.91674 1.23575
I 2.06836 1.99647 0.27920
```

Atomic partial charges in e from the Mulliken method, atoms 1 to 6: C -0.464; O -0.447; O -0.460; S 0.598; I -0.122; I 0.007



# 6
CI3O3S as an isolated structure at a distorted geometry, computed with ωB97M-V/def2-TZVPD.

Total charge: -1
E_tot in a.u.: -1555.0542
Kohn-Sham gap in eV: 7.5

Geometry as XYZ:
```
8
CI3O3S | the Open Molecules 2025 dataset | ωB97M-V/def2-TZVPD
C 1.75902 1.10352 0.62090
O -0.03144 -1.85540 0.05346
O -1.60390 -0.03142 0.44120
O 0.41389 0.18244 -1.03337
S -0.53160 -0.62054 -0.37194
I 1.28064 -0.15278 2.12041
I -1.75136 -1.41074 -2.34449
I 0.46474 2.78493 0.51382
```

Atomic partial charges in e from the Mulliken method, atoms 1 to 6: C -0.279; O -0.448; O -0.437; O -0.430; S 0.731; I 0.156



# 7
CLiO2Rh as an isolated structure at a distorted geometry, computed with ωB97M-V/def2-TZVPD.

Total charge: +3
E_tot in a.u.: -304.9904
Spin multiplicity: 6
⟨S²⟩: 8.780
Kohn-Sham gap (spin up / spin down) in eV: 9.8 / 3.3

Geometry as XYZ:
```
5
CLiO2Rh | the Open Molecules 2025 dataset | ωB97M-V/def2-TZVPD
O 2.53437 -2.04188 0.19536
C 1.83834 -1.17459 0.03911
O -1.42647 1.24249 0.07971
Rh -3.19073 1.46407 -0.05918
Li 0.24449 0.50992 -0.25501
```

Partial charges, Mulliken, in e: O 0.393; C 0.571; O -0.536; Rh 1.586; Li 0.986



# 8
One molecule with the formula CN2O4S at a distorted geometry, computed with ωB97M-V/def2-TZVPD.

Total charge: 0
E_tot in a.u.: -846.5166
Kohn-Sham gap in eV: 9.7

Geometry as XYZ:
```
8
CN2O4S | the Open Molecules 2025 dataset | ωB97M-V/def2-TZVPD
C 1.50931 0.60701 0.69401
N 1.61637 1.70868 0.79333
N -1.70509 0.03917 -0.17919
O -2.32041 -0.28276 -1.11941
O -1.59704 0.89978 0.57188
O 1.69240 -0.96449 -1.13849
O -0.44181 -0.90729 0.17066
S 1.24626 -1.10012 0.20720
```

Atomic partial charges in e from the Mulliken method, atoms 1 to 6: C 0.302; N -0.319; N 1.129; O -0.404; O -0.359; O -0.423



# 9
An isolated ion of composition CN3O4S and charge -1 at a distorted geometry, computed with ωB97M-V/def2-TZVPD.

Total charge: -1
E_tot in a.u.: -901.4769
Kohn-Sham gap in eV: 9.3

Geometry as XYZ:
```
9
CN3O4S | the Open Molecules 2025 dataset | ωB97M-V/def2-TZVPD
C 2.41600 0.59623 0.01211
N 3.41939 1.08917 0.25289
N 1.19898 0.40486 -0.49585
N 0.45979 -0.58442 -0.07988
O -3.47658 -0.35886 -0.68370
O 0.85610 -1.28652 0.84101
O -0.61310 -0.85212 -0.68118
O -1.99397 0.60094 1.11938
S -2.26659 0.39072 -0.28477
```

Atomic partial charges in e from the Mulliken method, atoms 1 to 6: C 0.395; N -0.496; N -0.637; N 1.285; O -0.505; O -0.645



# 10
One molecule with the formula CN4O4 at a distorted geometry, computed with ωB97M-V/def2-TZVPD.

SMILES string: N#C/N=[N+](\[O-])O[N+](=O)[O-]
Total charge: 0
E_tot in a.u.: -557.7484
Kohn-Sham gap in eV: 10.3

Geometry as XYZ:
```
9
CN4O4 | the Open Molecules 2025 dataset | ωB97M-V/def2-TZVPD
N 2.98736 1.63579 -1.03092
C 2.01634 1.09660 -0.76807
N 0.89335 0.51100 -0.45037
N 0.17572 0.66416 0.51887
O 0.18424 1.28678 1.50819
O -1.02526 -0.13514 0.55448
N -1.64920 -1.45827 -0.03395
O -2.57480 -1.65180 0.57533
O -1.00776 -1.94912 -0.87356
```

Atomic partial charges in e from the Mulliken method, atoms 1 to 6: N -0.340; C 0.416; N -0.616; N 1.237; O -0.554; O -0.457